[1]
Computed, not measured: a 2-piece molecular cluster, C11H16Se overall in a non-equilibrium geometry, with ωB97M-V/def2-TZVPD.

The multiplicity is 3. The expectation value of S² is 2.009. The calculation puts the HOMO energy (alpha / beta) at -6.66 / -8.95 eV. For the total energy, the calculation gives -77005.886 eV. The strongest force on any atom is 4.433 eV/A. The gap between HOMO and LUMO (alpha / beta) is 7.3 / 7.9 eV.

Cartesian coordinates (Å):
C 3.26835 1.53283 -0.03539
C 2.90185 0.73422 1.05070
C 2.27511 2.01014 -0.95934
C 1.54750 0.39817 1.21177
C 1.00986 1.58540 -0.80978
C 0.61416 0.69661 0.22462
C -2.81957 -1.22576 0.03341
C -1.10887 -1.04473 -1.77107
C -0.39257 -1.98442 0.58804
C -0.76850 0.33184 0.26319
C -1.31992 -1.04621 -0.23641
Se -2.04759 1.66430 0.21698
H 4.24041 1.77332 -0.04876
H 3.46621 0.38177 1.88220
H 2.39113 2.62286 -1.83541
H 1.41086 -0.07695 2.21686
H 0.34042 1.98908 -1.48054
H -2.90229 -2.12372 0.51270
H -3.31545 -1.20285 -0.91037
H -3.15286 -0.37204 0.67721
H -1.71762 -0.08527 -2.26933
H -0.01769 -0.89836 -1.96910
H -1.64543 -1.97080 -2.29203
H 0.71952 -1.68631 0.53589
H -0.48978 -2.91538 0.07939
H -0.65714 -2.07261 1.56500
H -0.70184 0.27279 2.54888
H -1.12828 2.71204 1.01069

---

[2]
Computed, not measured: a 9-piece molecular cluster, C38H79NO8 overall in a non-equilibrium geometry, with ωB97M-V/def2-TZVPD.

The value obtained for the relative energy (zero: lowest compared OMol25 entry of this formula, charge and spin) is 382.9 kJ/mol. The calculation puts the HOMO energy at -8.27 eV. For the total energy, the calculation gives -58548.367 eV. The strongest force on any atom is 3.042 eV/A. Its SMILES is CCN(CC)CC.C1CCOC1.C1CCOC1.C1CCOC1.C1CCOC1.C1CCOC1.C1CCOC1.C1CCOC1.C1CCOC1. The gap between HOMO and LUMO is 8.4 eV.

Cartesian coordinates (Å):
C -13.84000 -11.77932 -8.73282
C -14.66829 -12.30456 -7.57707
C -13.67484 -13.17386 -6.69380
O -12.72968 -13.66578 -7.68671
C -12.80293 -12.93887 -8.91506
H -13.20938 -10.91238 -8.53574
H -14.46968 -11.53729 -9.58898
H -15.46564 -12.99460 -7.85309
H -14.99070 -11.40430 -7.05392
H -14.20120 -14.00892 -6.23151
H -13.22084 -12.64163 -5.85792
H -13.19154 -13.58497 -9.70223
H -11.94466 -12.29127 -9.09417
C -5.56948 -11.33354 -14.32335
C -6.26646 -11.06670 -15.71812
C -6.26331 -9.57382 -15.81790
O -5.84755 -9.11298 -14.55114
C -4.94503 -10.01851 -13.95322
H -4.90619 -12.17775 -14.51166
H -6.30499 -11.67310 -13.59409
H -7.27667 -11.47443 -15.75450
H -5.60201 -11.64505 -16.36008
H -7.26828 -9.17149 -15.94541
H -5.62920 -9.18331 -16.61383
H -4.94746 -9.88891 -12.87096
H -3.92157 -9.92717 -14.31691
C -13.15844 -6.16801 -13.54302
C -12.61903 -4.72221 -13.31127
C -12.02773 -4.38826 -14.61052
O -12.86548 -4.94998 -15.61194
C -13.42893 -6.21762 -15.08916
H -14.13526 -6.41103 -13.12483
H -12.42575 -6.90189 -13.20733
H -11.91340 -4.63141 -12.48547
H -13.37059 -3.95516 -13.12443
H -11.04064 -4.79736 -14.82590
H -11.90751 -3.33187 -14.85072
H -12.81637 -7.05715 -15.41789
H -14.48700 -6.36705 -15.30424
C -16.83424 -11.33711 -20.42947
C -16.80274 -9.83373 -20.35297
C -18.09840 -9.55791 -19.54221
O -18.72111 -10.73891 -19.15974
C -18.23938 -11.79097 -20.04604
H -16.19159 -11.78820 -19.67342
H -16.61444 -11.68320 -21.43943
H -16.92866 -9.39179 -21.34137
H -15.90455 -9.43312 -19.88303
H -18.81100 -8.87334 -20.00229
H -17.76300 -9.10204 -18.61065
H -18.69957 -11.67863 -21.02773
H -18.24740 -12.80194 -19.63864
C -15.79483 -18.27830 -8.36516
C -15.76628 -19.16470 -7.18270
C -14.27186 -19.59529 -7.06032
O -13.80442 -19.41187 -8.38764
C -14.37398 -18.22400 -8.84612
H -16.12839 -17.28452 -8.06645
H -16.55237 -18.60346 -9.07825
H -16.43312 -20.01870 -7.30149
H -16.04968 -18.56297 -6.31917
H -13.95947 -20.61213 -6.82249
H -13.54870 -19.04455 -6.45880
H -14.35076 -18.25447 -9.93544
H -13.71003 -17.40808 -8.56054
C -16.50538 -20.72532 -13.56679
C -16.59359 -20.81509 -15.06738
C -15.97510 -22.16998 -15.34312
O -15.27498 -22.52667 -14.11065
C -15.16187 -21.40896 -13.19858
H -17.28667 -21.05421 -12.88158
H -16.42541 -19.65696 -13.36603
H -16.00600 -20.01208 -15.51237
H -17.58607 -20.59055 -15.45813
H -15.34466 -22.15520 -16.23218
H -16.74430 -22.94007 -15.40116
H -14.33349 -20.70372 -13.26579
H -15.12044 -21.85263 -12.20382
C -8.58186 -17.16604 -10.91479
C -7.83377 -18.34230 -10.48447
C -6.43932 -17.96323 -10.72119
O -6.42818 -17.05909 -11.79681
C -7.79021 -16.63961 -12.09108
H -8.73722 -16.44996 -10.10783
H -9.60111 -17.43989 -11.18724
H -8.16677 -19.20579 -11.06031
H -8.11581 -18.68210 -9.48793
H -5.86949 -18.88757 -10.81594
H -6.06455 -17.49531 -9.81086
H -8.14329 -17.18499 -12.96629
H -7.90477 -15.57223 -12.27998
C -8.83595 -12.06948 -20.32614
C -9.78467 -10.91629 -20.01189
C -10.83340 -11.18833 -21.03020
O -10.08047 -11.46512 -22.16364
C -8.98315 -12.33418 -21.82102
H -9.07543 -12.98503 -19.78529
H -7.89898 -11.65864 -19.95010
H -9.36788 -9.91967 -20.15715
H -10.21464 -11.01456 -19.01511
H -11.49576 -10.32558 -21.10132
H -11.54302 -11.96481 -20.74452
H -7.99451 -12.18874 -22.25637
H -9.19204 -13.36941 -22.09074
C -11.13270 -11.76767 -13.52995
C -11.34778 -12.86497 -14.48915
N -12.34386 -13.84881 -14.05580
C -13.67841 -13.30698 -13.69360
C -14.47121 -12.75666 -14.84069
C -12.23568 -15.04023 -14.95624
C -13.04800 -16.19364 -14.42298
H -12.06316 -11.23316 -13.33856
H -10.37242 -11.00189 -13.68376
H -10.83718 -12.29286 -12.62169
H -11.65431 -12.49957 -15.46926
H -10.40507 -13.37829 -14.67857
H -14.37717 -14.00925 -13.23900
H -13.66438 -12.46699 -12.99911
H -15.48931 -12.47391 -14.57309
H -13.91725 -11.87018 -15.14950
H -14.35831 -13.45583 -15.66925
H -11.19524 -15.33629 -15.09013
H -12.64325 -14.69124 -15.90504
H -13.03664 -16.92884 -15.22763
H -14.10137 -15.93165 -14.32368
H -12.76936 -16.73593 -13.51943

---

Question: The highest strongest force on any atom belongs to which entry?
Answer: C11H16Se

---

Question: What is the strongest force on any atom in the first record?
Answer: 4.433 eV/A

---

Question: Which formula does entry 1 have?
Answer: C11H16Se

---

Question: Among the records above, which one has the highest strongest force on any atom?
Answer: C11H16Se